Record 1
Below is a 10-piece molecular cluster, C20H62N18O12 overall at a distorted geometry, with properties calculated with wB97M-V/def2-TZVPD.

Each line ends with the Löwdin charge.
Cartesian coordinates (Å):
C1 -2.9390 5.1269 -3.5183  -0.13
O1 -4.1895 4.6881 -3.0911  -0.21
C2 -4.7974 5.4533 -2.0272  -0.20
C3 -5.7166 4.4469 -1.3295  -0.24
N1 -5.1084 3.2220 -0.9114  -0.06
C4 -4.2993 3.4986 0.3087  -0.19
C5 -3.1189 2.5459 0.5812  -0.19
O2 -1.9767 3.1267 1.1718  -0.23
C6 -1.1932 3.7964 0.1800  -0.07
H1 -2.2144 5.2083 -2.6329  0.09
H2 -2.9447 6.1751 -3.8099  0.08
H3 -2.5454 4.4345 -4.2459  0.07
H4 -5.4252 6.2663 -2.4753  0.13
H5 -4.0550 6.0070 -1.3275  0.13
H6 -6.4739 4.2238 -2.0478  0.11
H7 -6.1403 4.9427 -0.4600  0.12
H8 -4.5063 2.7858 -1.6533  0.09
H9 -4.9566 3.4845 1.1658  0.11
H10 -4.0344 4.5705 0.2846  0.10
H11 -2.7936 2.0418 -0.3641  0.11
H12 -3.5190 1.7855 1.2872  0.13
H13 -0.6242 3.1770 -0.5138  0.07
H14 -0.5298 4.4608 0.7548  0.10
H15 -1.9162 4.3871 -0.4126  0.07
C7 1.6052 -4.2325 -3.1512  -0.12
O3 2.3604 -3.0923 -2.8557  -0.19
C8 1.6780 -1.8561 -2.6526  -0.22
C9 2.5608 -0.7659 -3.1199  -0.27
N2 3.8438 -0.8151 -2.5289  -0.03
C10 4.7635 0.1543 -3.2053  -0.19
C11 5.9331 0.4719 -2.3693  -0.29
O4 5.5880 1.2180 -1.2291  -0.19
C12 6.7294 1.1789 -0.4269  -0.15
H16 2.2542 -4.9434 -3.6868  0.09
H17 0.7998 -3.9944 -3.8344  0.08
H18 1.2394 -4.7770 -2.2713  0.08
H19 1.4278 -1.7446 -1.5758  0.12
H20 0.6767 -1.8440 -3.1679  0.13
H21 2.0589 0.1741 -2.8711  0.11
H22 2.5972 -0.8074 -4.2003  0.12
H23 4.2020 -1.7622 -2.6684  0.12
H24 4.1959 1.0762 -3.3866  0.13
H25 5.2301 -0.1990 -4.1650  0.13
H26 6.7411 0.9795 -2.9735  0.14
H27 6.3950 -0.4624 -2.0087  0.12
H28 7.6427 1.5673 -0.9602  0.10
H29 6.9362 0.1763 -0.0052  0.09
H30 6.5320 1.8524 0.3983  0.09
N3 -2.2122 -0.0445 -4.6871  0.17
C13 -2.9701 0.7848 -3.8892  -0.68
N4 -4.2116 0.4543 -3.4314  0.17
O5 -2.5387 1.8749 -3.5918  0.01
H31 -2.3297 -1.0809 -4.7517  0.10
H32 -1.3599 0.3837 -4.8977  0.08
H33 -4.6820 -0.3174 -3.8121  0.09
H34 -4.6849 1.1054 -2.8589  0.09
N5 3.9167 -5.9049 3.9585  0.16
C14 3.4720 -5.0481 2.9779  -0.64
N6 2.1980 -4.5083 3.1571  0.16
O6 4.1569 -4.8012 2.0012  0.00
H35 3.2908 -5.9542 4.7267  0.09
H36 4.6695 -6.5101 3.7376  0.09
H37 2.1784 -3.7420 2.4482  0.10
H38 1.8255 -4.2727 4.0175  0.00
N7 -2.1698 -1.8209 3.4071  0.17
C15 -3.1990 -2.0266 2.4896  -0.54
N8 -3.9027 -3.2803 2.5388  0.13
O7 -3.5560 -1.2054 1.5916  -0.05
H39 -2.0417 -2.3872 4.2408  0.08
H40 -1.3589 -1.2317 3.2757  0.08
H41 -4.6390 -3.4079 1.8452  0.10
H42 -3.7688 -4.0505 3.1611  0.08
N9 1.4255 1.8786 3.2360  0.19
C16 0.5349 2.0408 4.2105  -0.69
N10 -0.6551 2.6195 3.7175  0.15
O8 0.6655 1.7574 5.3813  0.01
H43 1.1670 2.2961 2.3136  0.12
H44 2.3229 1.5511 3.3359  0.07
H45 -0.9436 2.7825 2.7661  0.04
H46 -1.1309 3.0201 4.5591  0.12
N11 1.4895 -1.1490 4.4303  0.18
C17 0.6362 -2.0149 5.0642  -0.62
N12 -0.2105 -1.4806 6.0285  0.15
O9 0.6368 -3.2570 4.9015  -0.03
H47 2.2275 -1.6372 3.9084  0.09
H48 1.7949 -0.3026 4.9118  0.09
H49 -0.0005 -0.5225 6.3219  0.09
H50 -0.3582 -2.1577 6.7289  0.08
N13 4.4219 -1.8521 1.5054  0.19
C18 3.4036 -1.0474 1.4099  -0.72
N14 3.6555 0.2157 0.9390  0.17
O10 2.2998 -1.3505 1.8166  -0.01
H51 4.2283 -2.8682 1.5753  0.08
H52 5.4077 -1.6078 1.3860  0.12
H53 2.8095 0.7443 0.8261  0.03
H54 4.2334 0.0913 0.0970  0.08
N15 -0.4689 0.7620 -1.4426  0.17
C19 0.2941 0.6624 -0.2654  -0.64
N16 -0.3056 -0.1237 0.6405  0.20
O11 1.3185 1.3244 -0.0800  -0.01
H55 -0.2260 1.5086 -2.0832  0.10
H56 -1.4183 0.4910 -1.3558  0.05
H57 -1.0116 -0.7613 0.3222  0.09
H58 0.1793 -0.2715 1.5139  0.08
N17 -2.2446 -3.7356 -1.2231  0.18
C20 -2.7855 -2.7411 -1.9508  -0.67
N18 -3.4456 -1.7190 -1.3743  0.19
O12 -2.7230 -2.7794 -3.2085  -0.05
H59 -1.8413 -4.4238 -1.8378  0.11
H60 -2.3352 -3.8363 -0.2308  0.09
H61 -3.5808 -1.5359 -0.4021  0.05
H62 -3.5231 -0.9876 -2.0453  0.04

The total charge is 0. Its SMILES is COCCNCCOC.COCCNCCOC.NC(N)=O.NC(N)=O.NC(N)=O.NC(N)=O.NC(N)=O.NC(N)=O.NC(N)=O.NC(N)=O. Its multiplicity is 1. The total energy is -2687.9474 a.u.

Record 2
Below is BaCl3O12 as an isolated structure at a distorted geometry, with properties calculated with wB97M-V/def2-TZVPD.

Each line ends with the Löwdin charge.
Cartesian coordinates (Å):
Ba1 -0.3078 0.5431 -0.7928  2.18
Cl1 -0.8166 0.7214 2.7622  0.62
O1 -0.0614 1.8722 3.0117  -0.30
O2 -0.3593 0.2737 1.4772  -0.75
O3 -0.4141 -0.2881 3.7178  -0.33
O4 -2.2220 0.8489 2.6603  -0.31
Cl2 -1.5932 -2.9820 -2.0974  0.61
O5 -1.1870 -1.6034 -1.7416  -0.70
O6 -3.0179 -3.1067 -2.2560  -0.34
O7 -1.0606 -3.1493 -3.4209  -0.36
O8 -1.0597 -3.8201 -1.1921  -0.27
Cl3 2.4808 2.1850 -0.4169  0.69
O9 3.6652 2.4588 -1.0993  -0.28
O10 2.1682 0.7454 -0.3465  -0.60
O11 2.5062 2.6355 0.9771  -0.31
O12 1.2794 2.6654 -1.2428  -0.57

The total charge is -1. Its multiplicity is 1. The total energy is -2308.3517 a.u.

Record 3
Below is one molecule with the formula C2HFN2O at a distorted geometry, with properties calculated with wB97M-V/def2-TZVPD.

Each line ends with the Löwdin charge.
Cartesian coordinates (Å):
F1 0.1220 0.8149 1.8090  0.10
C1 -0.0474 0.4667 0.5254  -0.43
C2 0.5399 -0.5834 -0.0130  -0.07
N1 0.0596 -0.6087 -1.2014  0.10
O1 -1.0099 0.2977 -1.3046  -0.02
N2 -1.1110 0.7912 -0.0358  0.16
H1 1.4469 -1.1783 0.2204  0.16

The total charge is 0. Its SMILES is Fc1cnon1. Its multiplicity is 1. The total energy is -361.2971 a.u.